The following is a DFT calculation (wB97M-V/def2-TZVPD) of a 8-piece molecular cluster, C35H66N19O10P overall at a distorted geometry.

Each line ends with the Löwdin charge.
Cartesian coordinates (Å):
1 H -3.06500 -4.76870 -0.96125  0.06
2 N -3.38803 -4.10246 -1.70018  0.08
3 C -2.36569 -3.79627 -2.48536  -0.23
4 C -2.53654 -2.82740 -3.75143  -0.11
5 C -1.35220 -1.74641 -3.96100  -0.34
6 C -0.18583 -2.71790 -4.58975  -0.11
7 C -0.00628 -2.52042 -6.19823  -0.07
8 C 0.51566 -3.95313 -6.78451  -0.34
9 O -0.20520 -4.56291 -7.66073  -0.01
10 N 1.80136 -4.58243 -6.40526  0.03
11 C 1.69407 -5.37172 -5.14018  -0.22
12 C 2.64164 -4.90129 -3.94767  -0.02
13 C 2.52434 -5.68266 -2.56247  -0.07
14 C 1.47696 -6.86741 -2.43608  -0.07
15 C 0.54830 -7.33334 -3.64784  -0.04
16 C 0.67179 -6.55616 -5.00379  -0.01
17 N -2.02637 -0.77768 -4.92933  0.08
18 C -2.79401 0.21058 -4.08490  -0.23
19 O -3.68548 1.04245 -4.48861  0.03
20 C -2.31992 0.14217 -2.50910  -0.34
21 O -3.45637 -0.49991 -1.88301  -0.05
22 C -2.20986 1.51923 -1.67918  -0.12
23 C -3.56191 1.98404 -0.94208  -0.17
24 C -3.67992 1.43772 0.59920  -0.16
25 C -3.44745 2.59149 1.70410  -0.16
26 N -2.55186 2.18759 2.83617  -0.16
27 C -2.92473 1.97325 4.25216  -0.08
28 C -1.75698 1.59952 5.23293  -0.07
29 C -0.52695 1.55122 4.23638  -0.07
30 C -1.10053 1.94345 2.81126  -0.10
31 C -0.95239 -0.72682 -2.78240  -0.34
32 C 0.10335 0.46912 -3.05897  -0.18
33 C 1.45264 0.06865 -3.84074  -0.19
34 C 2.54358 -0.75075 -2.98392  -0.20
35 C 3.22685 0.23058 -1.90024  -0.13
36 C 3.66918 1.14647 -1.08532  0.08
37 P -0.27732 -1.44145 -1.12457  0.81
38 N -1.27889 -1.26453 0.11568  -0.28
39 H -1.32175 -4.26996 -2.28101  0.10
40 H -3.59563 -2.36951 -3.67907  0.13
41 H -2.55910 -3.48899 -4.71134  0.14
42 H -0.44902 -3.84437 -4.45420  0.11
43 H 0.83437 -2.57645 -4.08593  0.09
44 H 0.80152 -1.75920 -6.48769  0.11
45 H -1.01313 -2.33520 -6.74632  0.13
46 H 1.98314 -5.29805 -7.14790  0.13
47 H 3.39433 -4.02804 -4.05674  0.09
48 H 3.15596 -5.37996 -1.63667  0.09
49 H 1.32572 -7.44349 -1.45497  0.08
50 H -0.21997 -8.19264 -3.51105  0.06
51 H 0.03458 -6.79295 -5.94001  0.10
52 H -1.36321 -0.22576 -5.50517  0.13
53 H -3.26226 -1.40836 -1.55394  0.08
54 H -1.40941 1.35285 -0.85158  0.11
55 H -1.78571 2.39189 -2.32479  0.12
56 H -3.48688 3.14378 -0.83024  0.11
57 H -4.52817 1.80540 -1.54853  0.11
58 H -4.72598 0.96014 0.77418  0.12
59 H -2.91270 0.61038 0.80583  0.08
60 H -4.47493 2.86963 2.16076  0.13
61 H -3.01217 3.56380 1.26990  0.12
62 H -3.98959 2.05073 4.72904  0.08
63 H -1.77557 1.41314 6.37182  0.08
64 H 0.56299 1.29113 4.51514  0.05
65 H -0.52315 2.05556 1.81910  0.09
66 H -0.34312 1.36099 -3.66338  0.14
67 H 0.43943 0.86701 -2.01621  0.10
68 H 1.27283 -0.43451 -4.87610  0.10
69 H 1.96765 1.07909 -4.11289  0.12
70 H 2.17869 -1.74607 -2.54644  0.07
71 H 3.39956 -1.02637 -3.72621  0.11
72 H 3.98203 2.09191 -0.51630  0.07
73 H 0.96981 -0.80193 -0.72693  0.03
74 H -0.01439 -2.83777 -1.37725  0.00
75 H -0.78095 -0.72728 0.84386  -0.03
76 N -2.07771 -10.60933 -5.25504  0.15
77 C -2.21434 -10.57745 -3.90853  -0.69
78 N -3.06852 -11.49818 -3.40482  0.15
79 O -1.61366 -9.77988 -3.20291  0.01
80 H -2.56186 -11.25604 -5.85144  0.10
81 H -1.44956 -9.93851 -5.66902  0.11
82 H -3.19752 -11.50639 -2.40518  0.11
83 H -3.57123 -12.16142 -3.96667  0.10
84 N -6.01929 4.21477 6.97423  0.15
85 C -5.27670 3.12614 7.28725  -0.70
86 N -4.54195 3.24865 8.41800  0.15
87 O -5.27023 2.11419 6.60378  0.01
88 H -6.03834 5.05568 7.52256  0.09
89 H -6.58066 4.16276 6.13879  0.11
90 H -3.97521 2.45910 8.68484  0.11
91 H -4.53331 4.07154 8.99325  0.09
92 N 3.44011 2.65282 7.28305  0.15
93 C 2.94689 2.47944 6.03679  -0.69
94 N 3.12463 3.53574 5.21030  0.16
95 O 2.38471 1.45040 5.68370  -0.01
96 H 3.90518 3.49357 7.58952  0.04
97 H 3.32884 1.88923 7.93108  0.10
98 H 2.77096 3.44826 4.27074  0.10
99 H 3.58369 4.38788 5.48324  0.07
100 N 4.95338 7.43089 7.29462  0.16
101 C 4.89358 6.23149 7.91806  -0.67
102 N 5.02080 6.28877 9.26016  0.17
103 O 4.73645 5.17735 7.31033  -0.01
104 H 5.08126 8.30444 7.77413  0.10
105 H 4.86244 7.43224 6.29083  0.11
106 H 4.98177 5.41625 9.76296  0.11
107 H 5.15071 7.14571 9.77490  0.05
108 N -7.09130 0.73359 -4.39175  0.16
109 C -7.98136 -0.02802 -5.06841  -0.71
110 N -7.42565 -0.97913 -5.85742  0.15
111 O -9.19009 0.12869 -4.97603  0.01
112 H -6.09414 0.61979 -4.45495  0.07
113 H -7.46441 1.45314 -3.79320  0.11
114 H -8.05520 -1.56822 -6.37883  0.10
115 H -6.43565 -1.12347 -5.94684  0.09
116 N 7.56721 8.86327 12.48776  0.16
117 C 7.24094 8.68651 11.18736  -0.68
118 N 8.28270 8.76020 10.32752  0.16
119 O 6.09316 8.47640 10.81788  0.00
120 H 8.50181 9.03657 12.81154  0.10
121 H 6.81753 8.81542 13.16008  0.11
122 H 8.07998 8.63344 9.34827  0.11
123 H 9.23079 8.93164 10.61073  0.10
124 N 5.43105 1.13713 -3.84382  0.16
125 C 5.11163 0.96523 -5.14724  -0.69
126 N 6.16057 1.03341 -6.00149  0.15
127 O 3.96545 0.76373 -5.52535  0.01
128 H 6.36531 1.30306 -3.51473  0.10
129 H 4.67364 1.09329 -3.17097  0.03
130 H 5.96297 0.91014 -6.98217  0.11
131 H 7.10788 1.19770 -5.71203  0.10

Results
Highest occupied orbital energy in eV: -6.51
Largest force on an atom in eV/Å: 6.5
Molecular weight in g mol⁻¹: 944.01
SMILES: [H]/N=C/C[C@@]1(CCC(=O)Nc2ccccc2)NC(=O)[C@](O)(CCCCn2cccc2)[C@@]1(CCCC#C)[PH2]=N.NC(N)=O.NC(N)=O.NC(N)=O.NC(N)=O.NC(N)=O.NC(N)=O.NC(N)=O
Kohn-Sham gap in eV: 6.643